## P
8
Properties=species:S:1:pos:R:3 method="wB97M-V/def2-TZVPD" mol_weight_g_mol=72.13 gap_ha=0.375 e_lumo_ev=0.9
C 1.015 0.223 0.047
C 2.233 -0.275 0.631
C 2.300 0.534 -0.450
H 2.621 -0.827 1.451
H 2.955 1.063 -1.266
S -4.015 -0.462 0.217
H -2.659 -0.462 0.114
H -4.450 0.206 -0.744


## Q
8
Properties=species:S:1:pos:R:3 method="wB97M-V/def2-TZVPD" mol_weight_g_mol=72.13 gap_ha=0.312 e_lumo_ev=0.8
C -0.158 0.614 -0.941
C -0.095 -0.397 0.185
C 0.260 -0.513 1.404
S 0.506 -2.151 0.544
H 0.896 0.736 -1.322
H -0.603 1.583 -0.616
H -0.950 0.434 -1.682
H 0.143 -0.307 2.428


Which one is the least stable? From the structures above, P.